{
  "formula": "C4H5N3O",
  "method": "the ωB97M-V functional and the def2-TZVPD basis",
  "energy_ha": -394.77540,
  "relative_energy_kj_mol": 504.5,
  "lumo_ev": 0.0,
  "smiles": "[H]/N=c1/nc(C=C)o[nH]1",
  "gap_ev": 9.31,
  "homo_energy_ev": -9.33,
  "molar_mass_g_mol": 111.10,
  "elements": ["O", "N", "N", "N", "C", "C", "C", "C", "H", "H", "H", "H", "H"],
  "positions_angstrom": [[0.45, -0.41, -0.79], [-1.12, 0.35, 0.55], [-0.81, -0.70, -1.40], [-2.70, 0.88, -1.15], [-1.65, 0.27, -0.65], [2.32, -0.35, 1.14], [1.19, 0.13, 1.49], [0.12, 0.09, 0.39], [0.80, 0.64, 2.44], [-3.27, 0.48, -1.97], [-0.93, 0.09, -2.11], [2.41, -0.91, 0.16], [3.18, -0.56, 1.91]],
  "lowdin_charge": [-0.016, 0.187, 0.114, 0.101, -0.537, 0.001, -0.084, -0.342, 0.140, 0.084, 0.140, 0.098, 0.113]
}

{
  "formula": "C4H5N3O",
  "method": "the ωB97M-V functional and the def2-TZVPD basis",
  "energy_ha": -394.73639,
  "relative_energy_kj_mol": 606.9,
  "lumo_ev": -0.1,
  "smiles": "C/N=c1\\cnocn1",
  "gap_ev": 9.51,
  "homo_energy_ev": -9.64,
  "molar_mass_g_mol": 111.10,
  "elements": ["O", "N", "N", "N", "C", "C", "C", "C", "H", "H", "H", "H", "H"],
  "positions_angstrom": [[-0.74, 0.27, -2.05], [0.56, 0.28, 1.81], [0.09, 1.42, -0.02], [-0.53, -0.98, -1.46], [-0.02, 0.21, 0.68], [-0.16, 1.37, -1.28], [0.87, -1.21, 2.25], [-0.20, -0.94, -0.28], [1.57, -0.98, 3.12], [0.01, -1.76, 0.38], [-0.29, -1.36, 2.84], [-0.16, 2.28, -1.83], [1.04, -1.94, 1.39]],
  "lowdin_charge": [-0.056, 0.059, 0.120, 0.090, -0.386, -0.088, -0.108, -0.109, 0.078, 0.066, 0.155, 0.114, 0.064]
}

{
  "formula": "C4H5N3O",
  "method": "the ωB97M-V functional and the def2-TZVPD basis",
  "energy_ha": -394.78511,
  "relative_energy_kj_mol": 479.0,
  "lumo_ev": 0.4,
  "smiles": "[H]/N=c1/cnon1C=C",
  "gap_ev": 9.15,
  "homo_energy_ev": -8.74,
  "molar_mass_g_mol": 111.10,
  "elements": ["O", "N", "N", "N", "C", "C", "C", "C", "H", "H", "H", "H", "H"],
  "positions_angstrom": [[0.97, 0.74, 0.99], [1.00, -0.29, 1.84], [0.15, 0.38, -0.14], [-1.30, -1.57, -0.46], [-0.46, -0.85, 0.14], [0.18, 1.33, -1.14], [-0.64, 1.26, -2.22], [0.21, -1.23, 1.41], [-1.58, -1.22, -1.36], [0.08, -2.13, 1.98], [-0.41, 1.98, -3.01], [-1.53, 0.59, -2.39], [0.90, 2.11, -1.00]],
  "lowdin_charge": [-0.049, 0.067, -0.017, 0.144, -0.379, -0.130, 0.021, -0.027, 0.021, 0.116, 0.054, 0.064, 0.116]
}

{
  "formula": "C4H5N3O",
  "method": "the ωB97M-V functional and the def2-TZVPD basis",
  "energy_ha": -394.70098,
  "relative_energy_kj_mol": 699.9,
  "lumo_ev": -0.2,
  "gap_ev": 9.08,
  "homo_energy_ev": -9.33,
  "molar_mass_g_mol": 111.10,
  "elements": ["O", "N", "N", "N", "C", "C", "C", "C", "H", "H", "H", "H", "H"],
  "positions_angstrom": [[0.19, 2.72, 0.84], [0.03, -0.93, 0.92], [-0.29, -2.62, -1.58], [0.12, -0.63, -0.34], [-0.08, 0.17, 1.51], [-0.12, 1.33, 0.59], [0.15, -1.38, -1.44], [-0.09, 0.78, -0.56], [1.01, -0.55, -2.06], [-0.79, 3.01, 1.67], [-0.70, -3.19, -0.78], [-0.05, 0.10, 2.69], [0.61, 1.19, -1.47]],
  "lowdin_charge": [-0.092, 0.087, 0.076, -0.213, -0.108, -0.341, -0.267, -0.038, 0.196, 0.297, 0.071, 0.150, 0.182]
}

{
  "formula": "C4H5N3O",
  "method": "the ωB97M-V functional and the def2-TZVPD basis",
  "energy_ha": -394.82721,
  "relative_energy_kj_mol": 368.5,
  "lumo_ev": 0.5,
  "smiles": "[H]/N=C1\\N=COC=CN1",
  "gap_ev": 8.73,
  "homo_energy_ev": -8.24,
  "molar_mass_g_mol": 111.10,
  "elements": ["O", "N", "N", "N", "C", "C", "C", "C", "H", "H", "H", "H", "H"],
  "positions_angstrom": [[0.55, -0.71, 1.56], [-1.12, -1.04, -0.05], [0.54, 0.86, -0.96], [-1.44, 0.53, -1.91], [1.30, 0.51, 1.29], [-0.55, -1.39, 1.04], [-0.75, 0.16, -0.96], [1.41, 0.96, 0.04], [2.11, 0.60, 1.99], [-2.35, 0.11, -2.04], [2.01, 1.78, -0.33], [-0.97, -2.03, 1.74], [0.60, 1.29, -1.83]],
  "lowdin_charge": [-0.078, 0.124, 0.047, 0.147, -0.074, -0.164, -0.349, -0.153, 0.102, 0.061, 0.127, 0.106, 0.104]
}

{
  "formula": "C4H5N3O",
  "method": "the ωB97M-V functional and the def2-TZVPD basis",
  "energy_ha": -394.67342,
  "relative_energy_kj_mol": 772.3,
  "lumo_ev": 0.6,
  "smiles": "C1=NN[C@@H]2C=NO[C@H]12",
  "gap_ev": 9.99,
  "homo_energy_ev": -9.43,
  "molar_mass_g_mol": 111.10,
  "elements": ["O", "N", "N", "N", "C", "C", "C", "C", "H", "H", "H", "H", "H"],
  "positions_angstrom": [[-1.39, 0.44, 0.57], [0.60, 0.02, -1.75], [1.40, -0.60, -0.62], [-1.17, -0.72, 1.15], [0.13, -0.96, 1.18], [-0.30, 0.63, -1.28], [0.90, 0.16, 0.62], [-0.30, 0.85, 0.13], [0.40, -2.07, 1.49], [2.45, 0.01, -0.86], [1.62, 0.65, 1.24], [-0.67, 1.98, 0.37], [-1.00, 0.88, -2.07]],
  "lowdin_charge": [-0.060, 0.066, 0.010, 0.086, -0.091, -0.180, -0.226, -0.466, 0.168, 0.196, 0.138, 0.219, 0.139]
}

{
  "formula": "C4H5N3O",
  "method": "the ωB97M-V functional and the def2-TZVPD basis",
  "energy_ha": -394.81169,
  "relative_energy_kj_mol": 409.2,
  "lumo_ev": 0.4,
  "smiles": "N#CN1C=CO[C@H]1N",
  "gap_ev": 8.63,
  "homo_energy_ev": -8.20,
  "molar_mass_g_mol": 111.10,
  "elements": ["O", "N", "N", "N", "C", "C", "C", "C", "H", "H", "H", "H", "H"],
  "positions_angstrom": [[1.52, -0.01, -0.50], [-0.62, 0.37, 0.03], [0.16, -1.82, 0.29], [-3.43, 0.01, 0.00], [-2.31, 0.16, 0.00], [0.08, 1.54, 0.28], [0.24, -0.64, -0.50], [1.36, 1.28, 0.00], [-0.01, -0.93, -1.54], [0.70, -2.59, -0.09], [0.44, -1.65, 1.25], [2.25, 1.86, 0.09], [-0.39, 2.41, 0.69]],
  "lowdin_charge": [-0.024, -0.005, 0.097, 0.107, -0.077, -0.104, -0.443, -0.109, 0.158, 0.082, 0.091, 0.111, 0.116]
}

{
  "formula": "C4H5N3O",
  "method": "the ωB97M-V functional and the def2-TZVPD basis",
  "energy_ha": -394.76835,
  "relative_energy_kj_mol": 523.0,
  "lumo_ev": -0.6,
  "smiles": "NC1=CN=N/C1=C/O",
  "gap_ev": 8.73,
  "homo_energy_ev": -9.29,
  "molar_mass_g_mol": 111.10,
  "elements": ["O", "N", "N", "N", "C", "C", "C", "C", "H", "H", "H", "H", "H"],
  "positions_angstrom": [[1.90, -1.04, -0.96], [-0.71, 1.56, -0.67], [-1.65, 1.30, 0.26], [0.35, -1.33, 1.17], [-0.30, -0.37, 0.63], [-1.47, 0.05, 0.91], [0.12, 0.46, -0.54], [1.30, 0.23, -1.11], [-2.28, -0.48, 1.58], [1.37, -1.57, -0.34], [-0.13, -2.16, 1.12], [0.13, -1.28, 2.34], [1.92, 0.92, -1.68]],
  "lowdin_charge": [0.013, 0.063, 0.013, 0.074, -0.435, -0.112, -0.268, 0.006, 0.158, 0.058, 0.067, 0.224, 0.138]
}